{"formula": "C5H10O", "method": "wB97M-V/def2-TZVPD", "symbols": ["C", "C", "C", "H", "H", "H", "H", "H", "H", "C", "C", "O", "H", "H", "H", "H"], "coordinates": [[-1.8686, 0.6954, 3.5494], [-1.4286, 0.3612, 2.2373], [-1.8417, -0.9461, 1.5877], [-1.6864, 1.7774, 3.7380], [-1.8726, 0.0094, 4.3409], [-0.8329, 1.0272, 1.5485], [-1.1834, -1.1573, 0.6575], [-1.5530, -1.6802, 2.3953], [-2.8912, -1.0327, 1.2862], [2.6283, -0.6964, -2.9341], [1.3573, -0.2014, -2.6673], [1.2457, 0.8918, -1.7885], [2.6899, -1.7866, -2.9917], [3.4786, -0.2083, -2.3692], [0.4738, -0.7037, -2.7546], [0.3320, 1.3440, -2.1818]], "homo_lumo_gap_ev": 9.6, "e_above_lowest_kcal_mol": 94.84}

{"formula": "C5H10O", "method": "wB97M-V/def2-TZVPD", "symbols": ["C", "C", "C", "O", "C", "C", "H", "H", "H", "H", "H", "H", "H", "H", "H", "H"], "coordinates": [[-1.5617, 0.6109, -0.3889], [-0.6888, -0.1602, 0.5938], [-0.4982, -1.6018, 0.3533], [0.9950, -1.3876, -0.5951], [0.9997, -0.2667, 0.2066], [1.5682, 1.0005, -0.3562], [-1.3196, 1.6774, -0.3335], [-2.6483, 0.5184, -0.2338], [-1.3431, 0.2736, -1.4078], [-0.7642, 0.1751, 1.6363], [-1.0148, -2.1002, -0.4405], [-0.2409, -2.1991, 1.2299], [1.3966, -0.4910, 1.2099], [2.6305, 0.8807, -0.5861], [1.4444, 1.7952, 0.3896], [1.0451, 1.2751, -1.2776]], "homo_lumo_gap_ev": 9.9, "e_above_lowest_kcal_mol": 64.35}

{"formula": "C5H10O", "method": "wB97M-V/def2-TZVPD", "symbols": ["C", "C", "C", "O", "C", "C", "H", "H", "H", "H", "H", "H", "H", "H", "H", "H"], "coordinates": [[0.6799, -0.6368, -1.4841], [0.5607, -0.6332, 0.0281], [1.2779, 0.5833, 0.5645], [0.3260, 0.7549, 1.6214], [-0.5902, -0.1619, 0.9649], [-1.8138, 0.5168, 0.3769], [0.5188, -1.5967, -1.9794], [1.7367, -0.3699, -1.6384], [0.0724, 0.1484, -1.9510], [0.9823, -1.5499, 0.4540], [1.2424, 1.4296, -0.1383], [2.3308, 0.3992, 0.8031], [-0.9091, -0.9217, 1.6900], [-2.4263, 0.9661, 1.1673], [-2.4364, -0.2261, -0.1344], [-1.5519, 1.2980, -0.3446]], "homo_lumo_gap_ev": 10.7, "e_above_lowest_kcal_mol": 32.49}

{"formula": "C5H10O", "method": "wB97M-V/def2-TZVPD", "symbols": ["C", "O", "C", "C", "C", "C", "H", "H", "H", "H", "H", "H", "H", "H", "H", "H"], "coordinates": [[2.0354, -0.0026, 0.2383], [0.8292, -0.1981, 0.9285], [-0.3620, 0.0275, 0.2229], [-0.6143, 1.4873, -0.0907], [-0.8022, -0.9775, -0.8113], [-1.3438, -1.0419, 0.5949], [2.8077, -0.4630, 0.8610], [2.0204, -0.4983, -0.7421], [2.2813, 1.0606, 0.1014], [-1.5950, 1.6581, -0.5460], [-0.5092, 2.1304, 0.7884], [0.1354, 1.8022, -0.8289], [-1.4947, -0.5746, -1.5491], [-0.1278, -1.7390, -1.1920], [-0.8592, -1.7784, 1.2307], [-2.4010, -0.8927, 0.7939]], "homo_lumo_gap_ev": 10.6, "e_above_lowest_kcal_mol": 36.65}

{"formula": "C5H10O", "method": "wB97M-V/def2-TZVPD", "symbols": ["C", "C", "C", "C", "C", "O", "H", "H", "H", "H", "H", "H", "H", "H", "H", "H"], "coordinates": [[0.7543, 1.7325, -0.1621], [1.1490, 0.3830, 0.4014], [0.2417, -0.5210, 1.1485], [0.6414, -0.9614, -0.0656], [-1.0957, -1.2360, -1.0606], [-1.7291, -0.1749, -1.2707], [1.4004, 1.9950, -1.0062], [-0.2808, 1.7484, -0.5028], [0.8856, 2.4998, 0.6110], [2.1728, 0.3789, 0.7946], [0.0965, -0.8865, 2.1556], [-1.3937, 0.1041, 0.9528], [1.1774, -1.8498, -0.3706], [-0.5983, -1.7341, -1.8971], [-1.4375, -1.8945, -0.2393], [-1.7564, 0.2198, 0.2109]], "homo_lumo_gap_ev": [8.9, 8.9], "e_above_lowest_kcal_mol": 144.20}

{"formula": "C5H10O", "method": "wB97M-V/def2-TZVPD", "symbols": ["C", "C", "C", "C", "C", "O", "H", "H", "H", "H", "H", "H", "H", "H", "H", "H"], "coordinates": [[-1.2135, -1.0594, 0.6508], [0.1627, -0.4029, 0.6780], [1.1631, -0.6871, -0.4130], [0.6622, 0.5529, -1.2224], [0.0901, 1.0833, 0.1428], [-1.2053, 1.6531, 0.1020], [-1.6721, -0.8661, 1.6285], [-1.9058, -0.6720, -0.1012], [-1.1085, -2.1437, 0.5407], [0.6702, -0.9068, 1.5249], [2.1689, -0.4395, -0.0517], [1.1690, -1.7867, -0.4816], [1.4131, 1.1972, -1.7092], [-0.1489, 0.3796, -1.9360], [0.7864, 1.7707, 0.6389], [-1.1348, 2.6007, -0.0796]], "homo_lumo_gap_ev": 10.6, "e_above_lowest_kcal_mol": 44.80}

{"formula": "C5H10O", "method": "wB97M-V/def2-TZVPD", "symbols": ["C", "C", "C", "C", "C", "O", "H", "H", "H", "H", "H", "H", "H", "H", "H", "H"], "coordinates": [[0.1651, -0.5644, -1.5421], [0.4125, -0.6109, 0.0042], [1.8621, -0.1359, 0.2633], [-0.6848, 0.4465, 0.5896], [-2.1218, 0.6078, 1.0637], [-1.3619, 1.4105, 1.8784], [-0.7889, -1.0183, -1.8275], [0.9537, -1.1100, -2.0880], [0.1826, 0.4608, -1.9335], [0.3282, -1.6701, 0.2826], [2.6253, -0.7713, -0.2176], [2.0872, -0.1108, 1.3309], [2.0106, 0.8745, -0.1397], [-0.2489, 1.3632, 0.2667], [-2.8865, 1.0360, 0.3985], [-2.5343, -0.2076, 1.6705]], "homo_lumo_gap_ev": 10.5, "e_above_lowest_kcal_mol": 85.42}

{"formula": "C5H10O", "method": "wB97M-V/def2-TZVPD", "symbols": ["C", "C", "C", "H", "H", "H", "H", "H", "H", "C", "C", "O", "H", "H", "H", "H"], "coordinates": [[1.6226, 0.0941, -0.5151], [1.1203, -0.7818, 0.3804], [1.0351, -0.4701, 1.8549], [1.2026, 0.2362, -1.5026], [2.1696, 0.9190, -0.0664], [1.0095, -1.8172, 0.0641], [1.6108, -1.2278, 2.3903], [0.0280, -0.5055, 2.2642], [1.3872, 0.5565, 2.0116], [-1.6358, 0.6785, -1.6217], [-1.5370, 0.0868, -0.2044], [-1.8346, -1.0491, 0.0434], [-0.8424, 0.2344, -2.2215], [-2.6516, 0.5212, -1.9781], [-1.3528, 1.7241, -1.5084], [-1.3314, 0.8005, 0.6094]], "homo_lumo_gap_ev": 10.2, "e_above_lowest_kcal_mol": 53.11}

{"formula": "C5H10O", "method": "wB97M-V/def2-TZVPD", "symbols": ["O", "C", "C", "C", "C", "C", "H", "H", "H", "H", "H", "H", "H", "H", "H", "H"], "coordinates": [[-1.0788, 0.9138, -2.3145], [-0.6839, 1.1905, -0.9845], [0.2851, 0.1633, -0.4271], [0.8981, 0.4532, 0.9621], [0.6192, -1.0100, 1.3744], [-0.2910, -1.1654, 0.1331], [-1.4389, 0.0182, -2.3299], [-0.2083, 2.1772, -1.0132], [-1.5609, 1.2698, -0.3169], [1.0608, -0.0229, -1.1784], [0.3003, 1.1720, 1.5353], [1.9405, 0.7858, 0.9742], [1.5134, -1.6384, 1.3199], [0.1495, -1.1618, 2.3508], [-1.3556, -1.0780, 0.3858], [-0.1496, -2.0673, -0.4711]], "homo_lumo_gap_ev": 11.2, "e_above_lowest_kcal_mol": 24.43}

{"formula": "C5H10O", "method": "wB97M-V/def2-TZVPD", "symbols": ["C", "C", "C", "C", "C", "H", "H", "H", "H", "H", "H", "H", "H", "H", "H", "O"], "coordinates": [[0.4717, -1.5103, 0.1059], [1.3239, -1.6189, 1.1096], [0.9094, -0.9748, -1.2363], [0.2311, 0.2295, -1.7076], [-0.8028, 0.8942, -1.0353], [-0.3601, -2.1922, -0.0398], [1.0951, -2.1682, 2.0012], [2.3049, -1.1657, 1.0367], [1.9738, -0.6814, -1.3181], [0.7729, -1.7262, -2.0332], [0.5919, 0.6599, -2.6337], [-1.2849, 1.7900, -1.4086], [-1.1040, 0.7137, -0.0126], [-2.3099, 3.1887, 2.0066], [-2.1749, 1.8943, 2.6955], [-1.6382, 2.6674, 2.4698]], "total_charge": 1, "homo_lumo_gap_ev": [9.4, 5.6], "s2": 0.752, "e_above_lowest_kcal_mol": 28.12, "spin_multiplicity": 2}

{"formula": "C5H10O2", "method": "wB97M-V/def2-TZVPD", "symbols": ["O", "C", "C", "C", "C", "C", "O", "H", "H", "H", "H", "H", "H", "H", "H", "H", "H"], "coordinates": [[3.5412, -0.1187, -0.5557], [2.1683, -0.4391, -0.6469], [1.3499, 0.1932, 0.6250], [-0.1057, -0.3654, 0.6787], [-0.9398, 0.3714, -0.4316], [-2.3960, 0.4179, 0.0427], [-3.4208, 0.7681, -0.6999], [1.6917, -0.0771, -1.6420], [1.9359, -1.5698, -0.5642], [1.8970, -0.3257, 1.5094], [1.3504, 1.2732, 0.4776], [-0.5330, -0.5697, 1.6958], [-0.1338, -1.3661, 0.2241], [-0.9152, -0.1034, -1.5306], [-0.5362, 1.4244, -0.5986], [-2.4655, 1.1553, 1.0528], [-2.4883, -0.6684, 0.3632]], "total_charge": -2, "homo_lumo_gap_ev": 6.7, "e_above_lowest_kcal_mol": 35.36}

{"formula": "C5H10O2", "method": "wB97M-V/def2-TZVPD", "symbols": ["C", "O", "C", "C", "C", "C", "O", "H", "H", "H", "H", "H", "H", "H", "H", "H", "H"], "coordinates": [[2.0932, 0.8934, -0.2438], [1.2202, -0.0599, -0.8186], [0.0804, -1.2804, 0.4057], [-0.5562, -0.6972, 1.5943], [-1.2499, -1.0510, 0.2942], [-1.6465, 0.6660, -0.6709], [-1.0328, 0.6983, -1.7626], [3.0930, 0.7724, -0.6771], [2.1641, 0.7373, 0.8401], [1.7515, 1.9178, -0.4311], [0.8217, -2.0383, 0.2124], [-0.5992, -1.3110, 2.4979], [-0.4690, 0.3746, 1.8078], [-2.0358, -1.7398, 0.0114], [-2.7439, 0.5414, -0.6736], [-1.2801, 1.2445, 0.2008], [0.4587, 0.3785, -1.3113]], "homo_lumo_gap_ev": 8.8, "e_above_lowest_kcal_mol": 140.04}

{"formula": "C5H10O2", "method": "wB97M-V/def2-TZVPD", "symbols": ["C", "C", "O", "C", "O", "H", "H", "H", "H", "H", "H", "C", "C", "H", "H", "H", "H"], "coordinates": [[-0.4998, -1.3717, -0.6462], [0.5798, -0.3492, -0.5935], [0.6810, 0.5732, -1.3817], [1.6810, -0.5543, 0.4266], [2.8288, 0.1138, 0.0111], [-0.0107, -2.0835, -1.3264], [-0.6931, -1.8683, 0.3088], [-1.4184, -1.0152, -1.1068], [1.3343, -0.1939, 1.4135], [1.8638, -1.6306, 0.5325], [2.5183, 0.7098, -0.6943], [-1.8042, 0.8130, 0.8546], [-1.1717, 1.7674, 0.1838], [-1.4228, 0.4213, 1.7953], [-2.7177, 0.3615, 0.4769], [-0.2349, 2.1932, 0.5337], [-1.5138, 2.1135, -0.7879]], "homo_lumo_gap_ev": 11.0, "e_above_lowest_kcal_mol": 54.88}

{"formula": "C5H10O2", "method": "wB97M-V/def2-TZVPD", "symbols": ["C", "C", "O", "C", "C", "C", "O", "H", "H", "H", "H", "H", "H", "H", "H", "H", "H"], "coordinates": [[-2.1532, -0.5671, 0.3780], [-1.0651, 0.2484, -0.2965], [-0.8945, 1.4592, 0.4153], [0.2403, -0.5486, -0.3330], [1.4806, 0.2490, -0.7682], [1.9683, -0.0140, 0.6622], [0.7861, -0.7588, 0.9811], [-3.0742, 0.0068, 0.5150], [-2.3801, -1.4411, -0.2429], [-1.7976, -0.9085, 1.3545], [-1.3589, 0.4678, -1.3403], [-0.1217, 1.9037, 0.0427], [0.0800, -1.5109, -0.8415], [2.0739, -0.1506, -1.5922], [1.2736, 1.3026, -0.9811], [2.0676, 0.8851, 1.2830], [2.8748, -0.6229, 0.7639]], "homo_lumo_gap_ev": 10.5, "e_above_lowest_kcal_mol": 49.77}

{"formula": "C5H10O2", "method": "wB97M-V/def2-TZVPD", "symbols": ["O", "C", "C", "C", "C", "O", "C", "H", "H", "H", "H", "H", "H", "H", "H", "H", "H"], "coordinates": [[-0.9385, 2.2927, -0.5985], [-0.9990, 1.0425, -1.2789], [0.2632, 0.2262, -0.9850], [0.1379, -0.8050, 0.1292], [1.4536, -1.2052, 0.8200], [1.0053, -0.7041, 2.0868], [-0.2482, -0.2929, 1.5289], [-1.5425, 2.2840, 0.1495], [-1.0605, 1.2672, -2.3499], [-1.9127, 0.4915, -1.0122], [1.0037, 0.9846, -0.7039], [0.6324, -0.2686, -1.8926], [-0.4632, -1.6632, -0.1932], [2.3369, -0.6629, 0.4552], [1.6831, -2.2771, 0.8610], [-1.0932, -0.8030, 2.0096], [-0.3927, 0.7935, 1.5974]], "homo_lumo_gap_ev": 10.5, "e_above_lowest_kcal_mol": 57.67}